No. 1
{"formula": "CH5FNO", "method": "wB97M-V/def2-TZVPD", "total_charge": 1, "de_lowest_ev": 3.158, "e_homo_ev": [-15.8, -15.6], "multiplicity": 1, "species": ["C", "N", "O", "F", "H", "H", "H", "H", "H"], "xyz": [[0.4964, 0.0437, -0.7393], [-0.2696, 0.0168, 0.5285], [2.0163, 1.2992, -0.1300], [2.9906, 0.4596, 0.2042], [1.1083, -0.7764, -0.6918], [0.0588, 0.5133, -1.6805], [-0.8575, 0.8140, 0.5009], [0.3377, 0.4572, 1.3236], [-0.9429, -0.7424, 0.6187]], "forces_ev_per_a": [[1.7, 3.6, 0.8], [0.9, 2.9, 0.2], [-4.7, -0.6, -1.6], [1.6, -1.5, 0.5], [1.5, -1.9, -1.0], [0.5, -0.8, 1.6], [-1.5, 1.3, -0.4], [-0.5, -2.3, -0.9], [0.6, -0.8, 0.8]], "nbo_charge": [0.05, -0.75, -0.13, -0.10, 0.22, 0.28, 0.44, 0.51, 0.47]}



No. 2
{"formula": "CH5FNO", "method": "wB97M-V/def2-TZVPD", "total_charge": 1, "de_lowest_ev": 0.604, "e_homo_ev": -15.7, "multiplicity": 1, "species": ["C", "N", "O", "F", "H", "H", "H", "H", "H"], "xyz": [[0.6656, -0.0109, -0.1518], [1.4765, 0.9576, 0.1577], [-2.2858, -0.6384, 0.4730], [-2.4146, 0.3729, -0.4510], [0.6797, -0.9005, 0.4283], [-0.0248, -0.0862, -0.9877], [1.1914, 1.8643, -0.3715], [-2.9682, -1.2168, 0.1393], [2.1558, 0.7425, 0.8499]], "forces_ev_per_a": [[1.0, 0.2, 0.3], [-4.2, 0.0, -3.3], [0.7, -0.6, 1.1], [0.0, 1.4, -1.1], [0.4, -0.8, 0.5], [-0.1, 1.1, 0.1], [1.9, -1.5, 1.5], [-0.7, -0.7, 0.0], [0.8, 0.9, 0.9]], "nbo_charge": [0.18, -0.60, -0.32, -0.15, 0.22, 0.25, 0.48, 0.48, 0.46]}



No. 3
{"formula": "CH5FNO2P", "method": "wB97M-V/def2-TZVPD", "de_lowest_ev": 2.520, "e_homo_ev": -11.2, "multiplicity": 1, "species": ["C", "N", "O", "O", "F", "P", "H", "H", "H", "H", "H"], "xyz": [[-1.8186, -0.9246, -0.2690], [-0.9381, 1.6090, 0.2672], [1.7042, 0.5471, 0.1967], [-0.3701, -0.7172, -0.2349], [4.6863, -0.3181, -0.0765], [0.2825, 0.6711, 0.1794], [-1.9437, -1.6893, -0.9971], [-2.2325, 0.1001, -0.5368], [-2.2213, -1.2707, 0.7316], [3.7258, -0.5147, 0.0568], [-0.8744, 2.5072, 0.6825]], "forces_ev_per_a": [[0.0, 1.8, 1.0], [1.2, -0.3, 0.4], [2.3, 0.4, 0.4], [0.3, -0.1, 0.5], [-2.8, -0.7, 0.4], [-4.2, -1.3, -0.9], [-0.4, -0.4, -0.6], [0.0, -1.8, 0.2], [0.7, 0.5, -1.1], [2.7, 0.8, -0.4], [0.2, 1.0, 0.2]], "nbo_charge": [-0.25, -1.25, -1.02, -0.82, -0.58, 2.33, 0.20, 0.23, 0.19, 0.58, 0.40]}



No. 4
{"formula": "CH5INO", "method": "wB97M-V/def2-TZVPD", "total_charge": 1, "de_lowest_ev": 0.493, "e_homo_ev": -14.3, "multiplicity": 1, "species": ["N", "C", "O", "I", "H", "H", "H", "H", "H"], "xyz": [[-0.5065, 0.7615, -0.5304], [0.3172, -0.1642, 0.3055], [0.3853, -1.4595, -0.3781], [-0.6793, -0.4143, 2.2920], [-0.7654, 1.5653, -0.0588], [-1.3908, 0.1996, -0.6648], [0.0588, 0.9008, -1.4430], [1.2726, 0.3025, 0.6100], [1.3081, -1.6918, -0.1322]], "forces_ev_per_a": [[1.0, -4.0, -2.5], [-0.3, -2.0, 1.5], [1.2, 3.4, 1.5], [0.3, 0.2, -1.1], [-0.3, 2.5, 1.2], [0.8, 0.8, -0.6], [-1.6, 0.1, 1.4], [-0.4, -0.4, -0.8], [-0.7, -0.7, -0.6]], "nbo_charge": [-0.72, 0.09, -0.67, 0.15, 0.45, 0.47, 0.47, 0.24, 0.51]}



No. 5
{"formula": "CH5INP", "method": "wB97M-V/def2-TZVPD", "de_lowest_ev": 2.503, "e_homo_ev": -8.5, "multiplicity": 1, "species": ["C", "N", "P", "I", "H", "H", "H", "H", "H"], "xyz": [[-0.2688, 1.2490, -0.1737], [0.3544, -0.0469, -0.2783], [-0.7888, -1.5238, -0.0437], [2.3503, -0.1803, 0.1681], [0.0243, 1.8620, -1.0318], [-1.3503, 1.1061, -0.2073], [-0.0245, 1.7873, 0.7471], [0.1710, -2.4382, -0.4847], [-0.4676, -1.8152, 1.3043]], "forces_ev_per_a": [[0.1, 0.4, 0.0], [-1.3, -2.6, 0.0], [2.0, 2.4, 0.0], [-0.7, 0.1, 0.0], [0.0, 0.1, 0.1], [0.0, 0.1, 0.0], [0.0, 0.0, 0.0], [0.1, -0.3, -0.2], [-0.2, -0.1, 0.2]], "nbo_charge": [-0.42, -0.88, 0.53, 0.29, 0.19, 0.21, 0.18, -0.04, -0.06]}



No. 6
{"formula": "CH5INPS", "method": "wB97M-V/def2-TZVPD", "de_lowest_ev": 2.731, "e_homo_ev": [-9.0, -9.0], "multiplicity": 1, "species": ["C", "N", "P", "S", "I", "H", "H", "H", "H", "H"], "xyz": [[-0.8938, 1.0223, 0.0480], [1.4128, -1.3324, 0.2755], [0.4670, 0.5993, 1.1755], [1.7977, 1.9930, 1.0111], [-0.6203, 0.0807, 3.2830], [-0.7792, 1.9173, -0.7036], [-1.1143, 0.0297, -0.4247], [-1.7123, 1.2411, 0.7732], [2.4151, -1.0998, 0.4582], [1.3429, -2.2907, 0.6377]], "forces_ev_per_a": [[-1.2, -0.3, -0.4], [0.0, 2.5, 0.6], [2.3, -1.2, -2.0], [-0.1, -0.6, 0.7], [0.2, -0.1, -0.1], [0.3, -2.0, 1.6], [-0.2, 1.1, -0.1], [0.3, 0.0, -0.8], [-1.0, 0.2, -0.1], [-0.7, 0.6, 0.6]], "nbo_charge": [-1.01, -1.02, 1.00, -0.45, -0.03, 0.29, 0.27, 0.25, 0.35, 0.36]}